# 1
Formula: C36H53BN17S6Sn
Source: the Open Molecules 2025 dataset
Level of theory: the ωB97M-V functional and the def2-TZVPD basis

```
! RIJCOSX wB97M-V def2-TZVPD def2/J DEFGRID3
* xyz -1 1
Sn -1.012 0.419 0.987
C 4.821 -2.963 0.742
C 4.580 -1.906 -0.294
C 5.595 -1.132 -0.748
C 5.344 -0.206 -1.796
N 4.171 -0.087 -2.321
N 3.135 -0.802 -1.866
B 1.868 -0.565 -2.695
N 0.825 -1.631 -2.857
N 1.723 -1.555 -3.857
C 1.753 -2.316 -4.906
C 0.684 -3.235 -5.024
C -0.275 -3.339 -4.059
C -1.407 -4.295 -4.204
C -0.203 -2.543 -2.843
S -1.242 -2.785 -1.593
C 2.886 -2.226 -5.905
C 2.327 -1.772 -7.259
C 3.938 -1.229 -5.416
C 3.523 -3.618 -6.025
N 1.527 0.875 -3.066
N 2.313 1.375 -4.044
C 2.194 2.605 -4.424
C 1.358 3.506 -3.713
C 0.472 3.020 -2.814
C -0.488 3.910 -2.093
C 0.433 1.590 -2.591
S -0.949 0.876 -2.003
C 2.860 2.992 -5.744
C 2.642 4.466 -6.090
C 2.193 2.136 -6.834
C 4.359 2.694 -5.729
C 3.256 -1.723 -0.851
S 1.975 -2.641 -0.318
C 6.482 0.619 -2.369
C 7.062 1.505 -1.258
C 7.570 -0.325 -2.903
C 5.971 1.501 -3.503
H 5.854 -3.310 0.704
H 4.140 -3.795 0.582
H 4.633 -2.574 1.745
H 6.590 -1.251 -0.337
H 0.634 -3.860 -5.906
H -1.340 -4.842 -5.144
H -2.354 -3.757 -4.156
H -1.412 -4.990 -3.365
H 1.869 -0.787 -7.165
H 1.573 -2.465 -7.634
H 3.129 -1.709 -7.996
H 3.489 -0.259 -5.204
H 4.716 -1.109 -6.171
H 4.399 -1.587 -4.494
H 2.823 -4.351 -6.427
H 3.848 -3.966 -5.043
H 4.390 -3.575 -6.685
H 1.414 4.570 -3.891
H -0.705 4.810 -2.666
H -0.054 4.199 -1.135
H -1.406 3.370 -1.879
H 1.579 4.701 -6.155
H 3.092 4.675 -7.062
H 3.108 5.121 -5.353
H 1.119 2.330 -6.867
H 2.345 1.080 -6.620
H 2.619 2.369 -7.812
H 4.871 3.319 -4.996
H 4.788 2.894 -6.713
H 4.526 1.650 -5.474
H 7.397 0.907 -0.407
H 6.307 2.211 -0.910
H 7.920 2.066 -1.634
H 8.039 -0.892 -2.097
H 8.344 0.253 -3.409
H 7.145 -1.031 -3.619
H 5.173 2.147 -3.143
H 5.570 0.880 -4.302
H 6.783 2.113 -3.899
S -4.540 -2.273 2.474
C -3.404 -1.096 2.152
S -3.636 0.065 0.911
S -1.948 -1.045 3.074
N 0.048 4.133 1.445
C 1.038 3.386 0.847
N 2.207 3.901 0.460
N 2.860 2.860 -0.076
N 2.129 1.795 -0.006
N 0.954 2.087 0.579
C -0.926 3.585 2.257
N -1.465 4.259 3.259
N -2.344 3.400 3.809
N -2.332 2.280 3.188
N -1.438 2.343 2.175
H 0.307 5.075 1.685
C 2.042 -0.991 4.995
C 1.313 -0.899 3.634
N 1.242 0.490 3.208
C 2.567 1.002 2.918
C 3.487 0.798 4.150
N 2.616 0.359 5.285
C 1.508 1.349 5.491
C 0.603 1.297 4.236
H 2.855 -1.718 4.985
H 1.352 -1.245 5.800
H 0.300 -1.287 3.720
H 1.810 -1.472 2.856
H 2.489 2.061 2.673
H 2.965 0.500 2.037
H 3.995 1.719 4.435
H 4.234 0.022 3.977
H 3.172 0.309 6.134
H 1.957 2.334 5.625
H 0.964 1.082 6.396
H 0.443 2.303 3.851
H -0.375 0.861 4.447
*
```

Properties
LUMO level = 1.0 eV
energy relative to the best compared isomer or geometry (same formula, charge and spin) = 210.03 kJ/mol
highest occupied orbital energy = -0.122 Eh


# 2
Formula: C36H53BaN8O2PSe
Source: the Open Molecules 2025 dataset
Level of theory: the ωB97M-V functional and the def2-TZVPD basis

```
! RIJCOSX wB97M-V def2-TZVPD def2/J DEFGRID3
* xyz 0 1
Ba -1.152 -0.325 -0.902
C -2.545 -3.177 6.352
C -2.676 -1.663 6.454
C -1.411 -0.953 6.065
C -0.546 -0.504 7.050
C 0.618 0.167 6.726
C 0.926 0.375 5.396
C 0.113 -0.094 4.365
C 0.615 0.132 2.958
C 1.526 -1.017 2.511
C -1.081 -0.768 4.706
N -2.092 -1.186 3.825
C -1.896 -1.612 2.638
C -2.983 -2.008 1.773
C -4.275 -2.402 2.114
C -4.890 -2.780 0.911
C -3.939 -2.596 -0.086
N -2.769 -2.140 0.422
H -3.457 -3.677 6.677
H -1.722 -3.544 6.965
H -2.354 -3.471 5.320
H -2.937 -1.373 7.476
H -3.482 -1.331 5.800
H -0.814 -0.665 8.086
H 1.274 0.536 7.503
H 1.830 0.908 5.127
H 1.191 1.062 2.944
H -0.213 0.290 2.268
H 2.460 -0.987 3.071
H 1.764 -0.979 1.444
H 1.076 -1.992 2.710
H -0.894 -1.731 2.216
H -4.688 -2.426 3.107
H -5.888 -3.163 0.779
H -4.042 -2.801 -1.143
C -4.055 0.764 -3.429
C -2.609 1.155 -3.755
C -2.404 2.646 -3.458
C -2.330 0.866 -5.237
O -1.747 0.415 -2.956
H -4.774 1.286 -4.062
H -4.295 1.004 -2.386
H -4.197 -0.309 -3.565
H -3.052 3.285 -4.063
H -1.370 2.926 -3.654
H -2.616 2.853 -2.408
H -3.140 1.202 -5.886
H -2.201 -0.206 -5.376
H -1.418 1.364 -5.568
O 1.200 -1.101 -1.038
P 2.368 -0.474 -1.751
N 2.305 1.161 -1.456
C 1.918 1.632 -0.110
C 3.021 2.604 0.339
C 4.164 2.356 -0.640
C 3.414 2.004 -1.915
N 3.728 -1.245 -1.227
C 4.980 -1.326 -1.974
C 5.291 -2.817 -1.978
C 4.859 -3.243 -0.577
C 3.656 -2.347 -0.251
N 2.391 -0.554 -3.396
C 2.279 -1.897 -3.991
C 1.121 -1.771 -4.965
C 1.332 -0.365 -5.503
C 1.653 0.421 -4.240
H 1.830 0.783 0.573
H 0.948 2.136 -0.154
H 3.304 2.441 1.377
H 2.669 3.634 0.255
H 4.767 1.501 -0.325
H 4.823 3.217 -0.754
H 4.011 1.478 -2.661
H 3.008 2.904 -2.391
H 5.771 -0.768 -1.455
H 4.854 -0.893 -2.967
H 6.340 -3.030 -2.179
H 4.691 -3.315 -2.742
H 5.667 -3.061 0.132
H 4.601 -4.298 -0.512
H 3.717 -1.962 0.775
H 2.700 -2.861 -0.352
H 2.118 -2.647 -3.213
H 3.208 -2.147 -4.519
H 0.170 -1.818 -4.429
H 1.133 -2.546 -5.731
H 0.468 0.037 -6.022
H 2.183 -0.349 -6.188
H 0.732 0.739 -3.744
H 2.278 1.294 -4.436
Se -4.113 0.680 0.772
N -4.814 2.323 0.864
C -3.832 3.181 0.802
C -3.988 4.610 0.868
C -2.872 5.359 0.739
C -1.591 4.713 0.539
N -1.388 3.439 0.485
C -2.510 2.651 0.631
N -2.411 1.352 0.603
H -4.969 5.039 1.011
H -2.898 6.438 0.776
H -0.725 5.356 0.421
*
```

Properties
LUMO level = -1.2 eV
energy relative to the best compared isomer or geometry (same formula, charge and spin) = 38.64 kJ/mol
highest occupied orbital energy = -0.249 Eh


# 3
Formula: C36H53CuN4OP2
Source: the Open Molecules 2025 dataset
Level of theory: the ωB97M-V functional and the def2-TZVPD basis

```
! RIJCOSX wB97M-V def2-TZVPD def2/J DEFGRID3
* xyz 1 2
C -1.973 -1.615 -0.850
C 0.122 -1.318 -1.863
C -2.331 -2.554 -1.816
C -0.203 -2.213 -2.880
C -1.452 -2.836 -2.855
H -3.323 -2.992 -1.750
H 0.524 -2.398 -3.671
H -1.739 -3.511 -3.656
N -0.748 -1.054 -0.861
P -2.506 0.605 0.707
P 2.194 -0.384 -0.158
C -2.970 -1.101 0.176
H -3.982 -1.110 -0.262
H -3.003 -1.771 1.059
C 0.053 1.705 1.672
O 0.406 2.534 2.398
C 1.371 -0.458 -1.876
H 2.087 -0.803 -2.633
C 3.627 0.855 -0.429
C 2.893 -2.125 0.176
C -3.215 1.713 -0.650
C -3.390 0.831 2.361
C 3.180 2.210 0.150
H 3.092 2.185 1.246
H 3.941 2.960 -0.114
H 2.225 2.549 -0.274
C 4.894 0.412 0.322
H 4.735 0.344 1.406
H 5.291 -0.541 -0.048
H 5.668 1.176 0.149
C 3.976 1.067 -1.912
H 4.966 1.551 -1.952
H 4.041 0.136 -2.489
H 3.262 1.744 -2.401
C 3.473 -2.082 1.612
H 3.058 -1.245 2.190
H 3.204 -2.996 2.160
H 4.567 -2.004 1.620
C 1.728 -3.137 0.138
H 0.839 -2.737 0.635
H 1.458 -3.411 -0.891
H 2.021 -4.056 0.675
C 3.939 -2.499 -0.893
H 4.040 -1.748 -1.687
H 4.926 -2.676 -0.443
H 3.645 -3.444 -1.377
C -3.146 2.267 2.870
H -3.232 2.265 3.968
H -2.139 2.634 2.631
H -3.895 2.973 2.487
C -2.832 -0.136 3.422
H -2.939 -1.190 3.131
H -1.778 0.061 3.649
H -3.413 0.011 4.350
C -4.898 0.548 2.208
H -5.262 0.061 3.125
H -5.478 1.473 2.093
H -5.133 -0.134 1.381
C -2.580 1.430 -2.041
H -3.373 1.376 -2.809
H -1.853 2.211 -2.302
H -2.050 0.474 -2.086
C -2.949 3.178 -0.254
H -1.890 3.355 -0.010
H -3.188 3.803 -1.129
H -3.585 3.503 0.582
C -4.722 1.478 -0.781
H -4.964 0.435 -1.024
H -5.273 1.788 0.113
H -5.071 2.101 -1.617
Cu -0.297 0.613 0.343
N 0.318 1.708 -1.188
C 0.857 1.021 -2.109
C 0.952 1.619 -3.489
C 0.894 3.014 -3.547
C 1.056 0.855 -4.660
C 1.041 3.674 -4.769
H 0.737 3.568 -2.618
C 1.166 1.510 -5.891
H 1.034 -0.234 -4.595
C 1.171 2.915 -5.946
H 1.057 4.768 -4.795
H 1.256 0.916 -6.806
H 1.280 3.421 -6.909
N 0.496 -3.372 5.934
C 0.388 -2.624 4.816
C -0.379 -3.068 3.717
C -0.448 -2.263 2.591
N 0.194 -1.083 2.487
C 0.945 -0.666 3.520
C 1.056 -1.384 4.705
H 0.023 -4.263 6.010
H 1.049 -3.059 6.712
H -0.924 -4.008 3.726
H -1.038 -2.600 1.729
H 1.495 0.272 3.404
H 1.652 -0.975 5.515
*
```

Properties
LUMO level (spin up / spin down) = -2.3 / -3.7 eV
expectation value of S² = 0.76
highest occupied orbital energy (spin up / spin down) = -0.366 / -0.348 Eh


# 4
Formula: C36H53N7OPS2Sn
Source: the Open Molecules 2025 dataset
Level of theory: the ωB97M-V functional and the def2-TZVPD basis

```
! RIJCOSX wB97M-V def2-TZVPD def2/J DEFGRID3
* xyz 0 2
Sn -0.305 -0.299 -3.113
C 0.363 2.304 -0.960
N -0.769 2.082 -1.764
C -1.953 1.763 -0.988
C -3.033 1.050 -1.792
N -2.674 -0.302 -2.212
C -2.539 -1.245 -1.102
C -3.654 -0.852 -3.127
C -5.009 -0.793 -2.828
C -5.958 -1.342 -3.667
C -5.549 -1.991 -4.822
C -4.207 -2.096 -5.111
C -3.240 -1.536 -4.273
S -1.568 -1.817 -4.702
C -0.888 3.209 -2.661
C -1.152 4.462 -2.115
C -1.202 5.595 -2.896
C -0.963 5.489 -4.260
C -0.675 4.260 -4.811
C -0.627 3.099 -4.029
S -0.228 1.611 -4.851
H 0.208 2.770 0.005
H 1.241 2.614 -1.503
H 0.652 0.724 -0.284
H -2.402 2.671 -0.561
H -1.630 1.132 -0.159
H -3.248 1.630 -2.694
H -3.937 1.033 -1.169
H -3.454 -1.289 -0.503
H -1.690 -0.986 -0.469
H -2.344 -2.232 -1.520
H -5.339 -0.322 -1.913
H -7.006 -1.266 -3.417
H -6.286 -2.424 -5.481
H -3.871 -2.615 -5.995
H -1.315 4.539 -1.049
H -1.406 6.553 -2.442
H -1.003 6.369 -4.884
H -0.455 4.167 -5.864
O 1.002 -2.501 -2.335
N 2.233 -2.661 -2.580
C 2.617 -3.466 -3.592
C 3.945 -3.636 -3.900
C 4.918 -2.969 -3.168
C 4.503 -2.154 -2.125
C 3.164 -2.024 -1.839
H 1.807 -3.926 -4.139
H 4.215 -4.284 -4.717
H 5.962 -3.077 -3.410
H 5.220 -1.606 -1.536
H 2.768 -1.408 -1.042
N 0.706 -0.233 0.129
P 0.946 -0.214 1.670
N 2.212 0.756 2.191
C 3.012 1.431 1.172
C 4.325 1.937 1.757
C 4.058 2.976 2.853
C 2.825 2.581 3.679
C 2.560 1.082 3.557
N -0.305 0.249 2.767
C -1.480 -0.597 2.723
C -2.275 -0.460 4.020
C -2.686 1.005 4.265
C -2.093 1.914 3.188
C -0.593 1.649 3.067
N 1.277 -1.786 2.106
C 1.616 -2.137 3.474
C 0.889 -3.404 3.906
C 1.353 -4.581 3.040
C 1.668 -4.132 1.603
C 0.873 -2.885 1.241
H 2.470 2.290 0.754
H 3.199 0.728 0.355
H 4.917 2.378 0.954
H 4.890 1.096 2.163
H 3.890 3.953 2.394
H 4.937 3.059 3.495
H 1.946 3.113 3.311
H 2.955 2.847 4.729
H 1.740 0.786 4.211
H 3.455 0.526 3.872
H -1.144 -1.627 2.602
H -2.134 -0.372 1.867
H -1.656 -0.817 4.845
H -3.156 -1.101 3.962
H -2.320 1.330 5.242
H -3.773 1.110 4.279
H -2.251 2.960 3.456
H -2.586 1.744 2.230
H -0.137 1.913 4.034
H -0.156 2.303 2.303
H 1.351 -1.304 4.126
H 2.699 -2.309 3.558
H -0.187 -3.254 3.809
H 1.089 -3.609 4.958
H 0.574 -5.342 3.032
H 2.248 -5.028 3.476
H 1.428 -4.936 0.906
H 2.731 -3.907 1.502
H -0.200 -3.110 1.323
H 1.050 -2.580 0.212
*
```

Properties
LUMO level (spin up / spin down) = 0.5 / 0.0 eV
energy relative to the best compared isomer or geometry (same formula, charge and spin) = 154.21 kJ/mol
expectation value of S² = 0.75
highest occupied orbital energy (spin up / spin down) = -0.239 / -0.240 Eh


Number 1: E_tot -4962.75625 Eh. Number 2: E_tot -4760.53612 Eh. Number 3: E_tot -4020.79691 Eh. Number 4: E_tot -3214.07964 Eh.